ORCA calculation (ωB97M-V with the def2-TZVPD basis set) on a structure of composition C26H23N7PtSSe.

Properties
Multiplicity: 5
Kohn-Sham gap (alpha / beta) in Eh: 0.25826 / 0.16767
Net charge: +2

The geometry in XYZ format:
```
59
C26H23N7PtSSe (ωB97M-V with the def2-TZVPD basis set)
Pt 0.218 -0.220 -0.143
Se 0.618 0.198 -2.849
S -2.001 -0.180 -0.749
N 2.209 0.222 0.379
N 6.825 -1.769 -2.210
N 4.309 -0.075 0.880
N -0.259 -2.388 0.213
N 6.198 -0.694 -0.456
N 6.425 -1.921 -1.014
N 4.411 -0.670 -5.388
C 6.873 -0.413 -2.494
C 2.498 -1.473 -4.201
C 6.454 0.293 -1.366
C -2.678 -4.549 -1.561
C 0.311 -4.656 0.643
C 6.766 2.336 -2.489
C 3.285 -0.535 0.141
C 1.469 -2.785 1.880
C -3.341 -2.260 -1.803
C 2.206 -0.168 -3.824
C 0.490 -3.277 0.861
C 5.677 -0.609 0.868
C 3.385 -1.681 -0.796
C -0.678 -5.095 -0.190
C 3.622 -1.666 -4.997
C 3.875 0.997 1.630
C 2.570 1.167 1.327
C -3.552 -3.611 -2.061
C -2.218 -1.834 -1.084
C 7.272 0.259 -3.651
C 6.375 1.687 -1.337
C -1.550 -4.164 -0.789
C 7.215 1.634 -3.626
C 4.111 0.570 -5.014
C 3.012 0.886 -4.225
C -1.296 -2.802 -0.565
H -4.047 -1.520 -2.159
H -0.823 -6.155 -0.365
H 6.289 0.039 1.494
H 2.804 1.912 -3.950
H 0.957 -5.355 1.156
H 4.774 1.353 -5.361
H 0.954 -2.141 2.594
H 1.884 1.918 1.681
H 3.897 -2.661 -5.323
H 7.536 2.196 -4.493
H -4.414 -3.918 -2.637
H 2.263 -2.197 1.426
H 3.981 -2.493 -0.380
H 2.387 -2.050 -1.027
H -2.859 -5.605 -1.723
H 6.053 2.236 -0.461
H 5.691 -1.617 1.278
H 1.915 -3.615 2.422
H 7.623 -0.287 -4.516
H 1.884 -2.311 -3.900
H 6.746 3.418 -2.517
H 3.866 -1.370 -1.724
H 4.519 1.531 2.307
```



ORCA calculation (ωB97M-V with the def2-TZVPD basis set) on a cluster of 3 separate species, C4H14N2O2 in total in a non-equilibrium geometry.

Properties
Multiplicity: 1
Relative energy (zero: lowest compared OMol25 entry of this formula, charge and spin) in kJ/mol: 146.6
Kohn-Sham gap in Eh: 0.30066
Net charge: 0

The geometry in XYZ format:
```
22
C4H14N2O2 (ωB97M-V with the def2-TZVPD basis set)
O -0.630 -0.224 2.664
O 1.511 1.412 1.726
N -0.180 -1.264 0.145
N -2.332 0.752 0.403
C 1.630 -1.118 -2.133
C -0.289 -0.127 -0.588
C 0.835 0.139 -1.606
C -1.320 0.760 -0.579
H -2.729 1.680 0.631
H 2.449 1.379 1.635
H -3.172 0.268 0.191
H -1.404 0.120 2.098
H 1.475 0.997 -1.478
H 2.660 -1.102 -1.721
H -0.969 -0.683 3.388
H 1.104 -2.031 -1.802
H -0.901 -1.353 0.839
H 0.698 -1.387 0.644
H 1.106 1.097 2.540
H 0.163 0.330 -2.514
H -1.423 1.514 -1.310
H 1.717 -1.158 -3.174
```



ORCA calculation (ωB97M-V with the def2-TZVPD basis set) on a cluster of 5 separate species, C21H52NO20P5 in total in a non-equilibrium geometry.

Properties
Multiplicity: 1
Kohn-Sham gap in Eh: 0.26003
Net charge: 0

The geometry in XYZ format:
```
99
C21H52NO20P5 (ωB97M-V with the def2-TZVPD basis set)
P -2.262 0.521 7.660
P -1.766 -0.882 1.391
P -5.038 3.735 -1.417
P 6.923 -3.039 -1.727
P -2.818 -0.841 -5.677
O -4.329 -0.915 -5.016
O 8.580 -2.904 -1.575
O -6.101 2.718 -2.199
O 6.930 -4.376 -0.778
O -0.822 -1.174 -1.318
O -2.236 1.576 6.416
O 5.311 -3.386 -2.128
O -3.900 0.529 7.829
O -5.961 4.756 -0.858
O -0.756 -1.979 0.754
O -1.408 0.511 1.075
O -4.690 2.566 -0.340
O -1.818 1.144 8.932
O -3.578 4.490 -1.293
O -2.868 0.454 -6.403
O 1.474 0.041 -0.572
O -3.032 -2.114 -6.675
O -0.844 -0.169 7.117
O -1.184 -1.136 -5.626
O 6.571 -1.820 -0.923
N 1.281 -1.359 -0.378
C 1.725 -1.752 0.885
C -0.461 -0.519 -4.537
C -2.939 1.264 5.214
C -3.014 4.677 0.000
C 7.568 -5.567 -1.243
C 1.960 2.072 1.099
C 1.212 2.993 0.108
C -0.528 -1.479 7.626
C 4.340 1.048 1.267
C 9.175 -3.101 -0.298
C -6.473 3.080 -3.543
C 3.196 1.524 0.359
C -3.567 1.709 -0.584
C -4.588 1.776 7.771
C 2.335 2.982 2.295
C -0.149 -1.490 -0.400
C -5.440 -1.129 -5.879
C 2.338 -2.240 1.787
C -3.358 -3.391 -6.124
C 4.811 -2.712 -3.281
C 2.863 0.384 -0.646
H -5.211 -0.908 -6.918
H -5.777 -2.164 -5.788
H 9.954 -2.348 -0.187
H 1.923 3.787 -0.149
H 2.913 2.390 3.004
H -3.934 0.710 -0.835
H -3.606 0.407 5.338
H 0.591 -0.772 -4.639
H -2.941 2.077 -1.399
H 4.636 1.788 2.010
H 0.981 2.488 -0.832
H -6.941 4.066 -3.557
H -3.531 2.131 4.924
H -0.824 -0.895 -3.584
H 9.648 -4.084 -0.263
H 3.760 -2.960 -3.408
H -2.577 5.674 0.021
H 2.647 -2.872 2.585
H -3.634 -3.328 -5.069
H 3.542 -0.465 -0.574
H 0.428 -1.779 7.204
H -0.575 0.567 -4.574
H -1.886 -1.057 2.781
H -2.219 1.053 4.421
H -6.246 -0.482 -5.535
H 0.333 3.459 0.550
H 6.810 -6.318 -1.467
H -1.286 -2.202 7.323
H 3.597 2.357 -0.225
H 8.210 -5.947 -0.449
H 8.459 -3.010 0.515
H 8.177 -5.391 -2.131
H -5.081 1.874 6.802
H 4.914 -1.632 -3.150
H -2.504 -4.059 -6.236
H 5.348 -3.030 -4.176
H 3.016 0.803 -1.647
H -0.450 -1.458 8.714
H 5.226 0.906 0.641
H -3.929 2.624 7.935
H -5.601 3.074 -4.198
H -3.751 4.584 0.794
H -7.184 2.341 -3.903
H -4.199 -3.803 -6.682
H 2.845 3.890 1.979
H -3.021 -1.137 0.805
H 1.298 1.309 1.506
H -2.964 1.630 0.317
H 1.396 3.221 2.797
H -2.213 3.952 0.155
H -5.358 1.756 8.540
H 4.129 0.104 1.771
```



ORCA calculation (ωB97M-V with the def2-TZVPD basis set) on the molecule C4H10N4O in a non-equilibrium geometry.

Properties
Multiplicity: 1
Relative energy (zero: lowest compared OMol25 entry of this formula, charge and spin) in kJ/mol: 717.7
Kohn-Sham gap (alpha / beta) in Eh: 0.30025 / 0.30027
Net charge: 0

The geometry in XYZ format:
```
19
C4H10N4O (ωB97M-V with the def2-TZVPD basis set)
O -2.080 -1.854 0.034
N 0.521 -1.335 -0.866
N -1.460 0.247 0.292
N -1.141 -1.124 0.200
N 1.360 -0.705 -0.278
C -2.707 0.728 -0.193
C 2.738 -1.056 0.236
C 0.960 0.593 0.422
C -0.379 1.042 -0.247
H -3.399 0.001 -0.592
H 2.649 -1.122 1.246
H -0.385 2.132 0.065
H 0.916 0.140 1.471
H -2.406 1.422 -0.887
H 2.995 -2.080 -0.216
H -0.181 0.985 -1.281
H 3.329 -0.354 -0.224
H 1.844 1.183 0.243
H -3.174 1.156 0.576
```



ORCA calculation (ωB97M-V with the def2-TZVPD basis set) on a structure of composition C44H48F2IMnN5O2PS.

Properties
Multiplicity: 6
Relative energy (zero: lowest compared OMol25 entry of this formula, charge and spin) in kJ/mol: 2.1
Kohn-Sham gap (alpha / beta) in Eh: 0.23150 / 0.24292
Net charge: -1

The geometry in XYZ format:
```
105
C44H48F2IMnN5O2PS (ωB97M-V with the def2-TZVPD basis set)
I -5.510 -4.584 -2.389
Mn -0.237 -0.103 -0.897
S 0.066 -0.342 4.816
P 2.496 -0.680 -0.924
F -5.225 2.404 -0.789
F -5.153 -2.068 0.492
O -0.171 -0.156 -2.992
O -1.497 0.868 -4.481
N -0.706 -1.558 2.728
N 0.518 -1.042 2.402
N 2.294 0.190 3.334
N 0.740 1.654 -0.201
N -0.943 -2.161 -0.209
C -4.113 -3.120 -2.927
C 3.333 -0.343 -2.544
C 2.968 0.739 0.109
C -4.552 -1.849 -3.267
C -4.501 1.279 -0.555
C -0.321 3.617 -1.192
C -0.561 -4.435 0.407
C -3.049 -1.023 -0.073
C 2.964 -1.458 -3.525
C 4.251 0.897 0.639
C -0.765 2.059 2.237
C 1.984 1.763 0.306
C -2.259 -2.904 5.441
C -2.376 0.145 -0.501
C -1.257 4.644 -1.118
C 6.035 2.119 1.954
C 4.642 1.990 1.395
C -1.243 -0.037 -3.698
C -1.100 -1.275 3.916
C -2.240 -2.256 0.122
C -4.433 -0.976 0.096
C 2.936 1.018 -3.102
C -2.027 4.858 0.016
C 2.416 2.899 1.054
C -2.409 -1.729 4.476
C -3.138 1.292 -0.738
C -3.615 -0.874 -3.574
C 0.464 3.403 -2.453
C -1.901 -4.557 0.742
C 3.457 -2.184 -0.330
C 1.054 -0.386 3.384
C -2.743 -3.473 0.600
C -0.139 -3.207 -0.064
C -1.841 -2.440 -3.187
C -2.764 -3.436 -2.908
C -5.185 0.155 -0.137
C -2.256 -1.153 -3.505
C 3.304 -2.390 1.175
C -1.825 4.020 1.103
C 4.921 -2.360 -0.746
C 3.684 2.992 1.578
C -0.904 2.981 1.064
C -3.089 5.925 0.044
C -0.143 2.766 -0.092
H -2.294 -5.497 1.112
H 3.452 -1.295 -4.489
H 6.629 1.234 1.720
H 0.303 4.228 -3.148
H 4.413 -0.338 -2.364
H 5.249 -3.365 -0.464
H 6.559 2.986 1.543
H 2.270 -2.276 1.504
H -1.144 1.066 1.979
H -3.783 -3.569 0.855
H -0.780 -2.645 -3.122
H -4.033 5.540 -0.351
H 2.908 -2.994 -0.827
H -2.907 -0.892 4.972
H 5.580 -1.657 -0.235
H 3.464 1.197 -4.044
H -2.678 2.213 -1.081
H -3.232 -3.223 5.816
H 0.896 -3.041 -0.341
H -3.923 0.133 -3.827
H -1.636 -2.638 6.297
H 0.284 1.949 2.519
H 2.412 1.028 3.880
H 2.639 0.304 2.383
H -2.419 4.160 2.002
H 3.910 -1.666 1.725
H 5.080 -2.255 -1.818
H -1.791 -3.750 4.935
H 6.029 2.231 3.042
H 3.951 3.882 2.143
H 3.257 -2.448 -3.166
H -3.023 -2.014 3.620
H 4.986 0.126 0.442
H 1.865 1.050 -3.298
H 3.652 -3.389 1.454
H -5.608 -1.616 -3.268
H 1.530 3.327 -2.238
H 3.196 1.819 -2.409
H -6.257 0.149 -0.001
H 0.135 -5.256 0.503
H -3.275 6.271 1.062
H -2.803 6.785 -0.563
H -1.323 2.436 3.095
H -2.435 -4.432 -2.638
H 1.715 3.710 1.203
H 0.158 2.479 -2.950
H 1.884 -1.451 -3.687
H -1.395 5.284 -1.985
```



ORCA calculation (ωB97M-V with the def2-TZVPD basis set) on a structure of composition C29H67CsN5O4PSSi5Te in a non-equilibrium geometry.

Properties
Multiplicity: 1
Relative energy (zero: lowest compared OMol25 entry of this formula, charge and spin) in kJ/mol: 26.7
Kohn-Sham gap in Eh: 0.19987
Net charge: -2

The geometry in XYZ format:
```
114
C29H67CsN5O4PSSi5Te (ωB97M-V with the def2-TZVPD basis set)
Cs -0.304 0.196 0.926
Te -1.863 5.190 -0.067
S 4.617 0.218 -2.136
P -2.089 3.394 1.459
Si -2.026 1.615 -4.374
Si 2.790 -1.461 2.861
Si 0.090 -1.107 4.353
Si 0.498 -3.412 2.338
Si 0.675 0.218 -5.068
O -0.907 2.566 1.847
O -2.811 4.010 2.774
O -2.015 -0.684 -1.428
O -3.174 2.281 0.974
N 4.257 3.445 0.042
N 1.744 1.433 -1.368
N 4.962 2.477 -0.632
N 2.938 2.069 -1.041
N 0.484 -2.693 -0.351
C 3.260 0.361 2.563
C 3.667 -2.371 1.453
C -1.863 3.302 4.894
C -5.242 1.436 0.195
C -1.740 -0.667 4.039
C 1.778 -4.907 -1.400
C -0.003 -2.225 5.892
C -0.627 0.584 -3.875
C -3.145 0.763 -5.658
C 1.365 -3.881 -2.231
C -4.434 2.691 0.432
C 1.022 -1.825 2.984
C -3.170 2.048 -2.951
C 0.894 -3.676 0.476
C 1.670 -1.362 -4.751
C 4.194 1.591 -1.287
C 2.023 1.561 -5.242
C 0.004 0.003 -6.829
C -1.595 3.288 -5.181
C 1.816 3.855 0.313
C 1.238 -4.944 3.190
C 3.785 -1.953 4.411
C 3.016 3.159 -0.204
C 1.534 -4.805 -0.037
C -1.372 -3.716 2.388
C 0.711 -2.797 -1.657
C 0.822 0.529 4.963
C -2.730 -1.882 -1.616
C -2.991 3.137 3.899
H 2.330 -4.964 3.117
H -0.902 3.169 -6.019
H 2.291 -5.772 -1.807
H 1.859 -5.589 0.636
H 1.843 0.412 5.337
H -3.413 -0.239 -5.312
H -2.150 -0.275 4.977
H -5.420 0.903 1.131
H 3.423 -1.426 5.299
H -2.082 -2.707 -1.930
H 1.160 3.156 0.839
H -4.928 3.362 1.143
H 1.545 -3.900 -3.298
H -3.952 3.412 4.341
H -4.065 1.345 -5.784
H 2.121 4.646 0.993
H 1.217 4.285 -0.489
H 5.959 2.412 -0.550
H -0.252 0.754 -2.860
H -2.675 0.664 -6.638
H 1.006 -2.474 6.231
H 4.269 0.398 2.140
H -1.801 4.339 5.229
H 1.010 -2.234 -4.744
H 1.570 2.544 -5.400
H -0.510 -3.167 5.657
H -2.489 3.805 -5.547
H -1.628 -0.422 -2.304
H 1.984 0.460 -1.573
H -3.063 2.100 3.564
H 3.597 -3.459 1.535
H -0.470 0.910 -7.212
H 2.420 -1.503 -5.537
H 4.852 -1.731 4.297
H -1.905 0.107 3.282
H 3.282 -2.092 0.468
H 0.840 1.281 4.169
H 0.211 0.924 5.781
H 2.699 1.349 -6.078
H -3.882 2.819 -3.266
H -4.264 3.243 -0.492
H 0.851 -5.887 2.791
H -6.207 1.682 -0.256
H -0.918 3.024 4.431
H 3.674 -3.025 4.598
H -2.617 2.445 -2.096
H -0.542 -1.751 6.720
H 3.264 0.939 3.489
H -3.725 1.172 -2.614
H -1.112 3.932 -4.440
H -3.527 -1.763 -2.362
H -2.334 -1.539 3.760
H 0.986 -4.894 4.254
H -1.757 -3.732 3.412
H -1.592 -4.685 1.930
H 2.207 -1.322 -3.798
H -3.186 -2.156 -0.663
H -0.731 -0.804 -6.874
H 0.352 -1.979 -2.279
H -4.702 0.774 -0.481
H -2.025 2.661 5.764
H 0.836 -0.249 -7.496
H 1.362 1.818 -2.232
H 2.598 0.887 1.868
H -1.917 -2.950 1.831
H 4.728 -2.103 1.478
H 2.645 1.611 -4.341
```